1.
ORCA calculation (wB97M-V/def2-TZVPD) on a 2-piece molecular cluster, C5H11N2 overall.

Properties
- Lowest unoccupied orbital energy (alpha / beta): -0.1608 / -0.1608 Eh
- E_HOMO (alpha / beta): -13.51 / -13.51 eV
- Total charge: +1
- HOMO-LUMO gap (alpha / beta): 0.3356 / 0.3356 Eh

CARTESIAN COORDINATES (ANGSTROEM)
C 2.195 -0.734 -0.845
C -1.405 1.286 0.368
C -0.733 0.537 1.453
C 1.373 0.464 -1.220
C -1.055 -1.267 -0.111
N 2.375 0.649 -0.395
N -0.522 0.034 0.199
H 1.737 -1.518 -0.255
H 2.783 -1.207 -1.676
H -2.453 1.318 0.131
H -0.842 2.164 0.069
H 0.008 1.002 1.941
H -1.366 -0.056 2.137
H 0.630 0.987 -1.804
H -0.273 -1.954 -0.095
H -1.871 -1.578 0.675
H -1.627 -1.236 -1.072
H 3.058 1.415 -0.010

2.
ORCA calculation (wB97M-V/def2-TZVPD) on a single C2H4N2OS molecule.

Properties
- Lowest unoccupied orbital energy: 0.0130 Eh
- E_HOMO: -8.75 eV
- SMILES: [H]/N=C1\NSCO1
- Total charge: 0
- HOMO-LUMO gap: 0.3347 Eh

CARTESIAN COORDINATES (ANGSTROEM)
H -2.507 -1.144 -0.127
N -2.065 -0.219 -0.185
C -0.803 -0.147 -0.064
N 0.141 -1.140 0.219
S 1.729 -0.595 -0.239
C 1.110 1.054 0.089
O -0.256 1.081 -0.236
H -0.136 -2.030 -0.159
H 1.240 1.276 1.208
H 1.547 1.864 -0.507

ΔE to the lowest compared entry with this formula, charge and spin: 505.0, 194.1 (kJ/mol)